A 4-piece molecular cluster, H8O3S2 overall. Source: OMol25; level of theory: wB97M-V/def2-TZVPD.

Last column: natural (NBO) charge in e.
Cartesian coordinates (Å):
S (-2.6103, 0.1528, 0.8634)  -0.15
S (-1.3610, -0.1594, -0.7667)  -0.14
H (-3.7264, 0.2978, 0.1413)  0.14
H (-0.3886, -0.7755, -0.0823)  0.14
H (0.4074, 4.8184, 1.6268)  0.47
H (1.7197, 4.2033, 2.0884)  0.47
O (1.3143, 4.6430, 1.3308)  -0.93
H (1.3761, -3.0901, -3.8099)  0.47
H (1.2910, -1.6668, -4.3457)  0.47
O (1.6302, -2.5397, -4.5532)  -0.94
H (-0.1020, -1.2303, 2.2663)  0.47
H (0.4270, -2.4716, 3.0301)  0.48
O (0.0227, -2.1818, 2.2107)  -0.94

* energy relative to the best compared isomer or geometry (same formula, charge and spin): 19.16 kcal per mole
* gap between HOMO and LUMO: 8.82 eV
* total charge: 0
* LUMO: 0.0039 Eh
* SMILES string: SS.O.O.O

***

H8O4 as an isolated structure at a distorted geometry. Source: OMol25; level of theory: wB97M-V/def2-TZVPD.

Last column: natural (NBO) charge in e.
Cartesian coordinates (Å):
O (-1.8906, -0.2764, -0.7577)  -0.88
H (-1.7677, -1.0708, -1.2774)  0.51
H (-2.7239, -0.4113, -0.3064)  0.50
O (-0.1218, 0.3691, 0.3256)  -0.82
H (-0.4264, 0.4895, 1.2250)  0.49
H (-0.9229, 0.2539, -0.1856)  0.48
O (1.3627, -1.0849, -0.4346)  -0.97
H (1.7676, -1.4441, 0.3548)  0.45
H (0.6090, -0.5898, -0.1138)  0.43
O (1.5965, 1.2792, 0.0718)  -1.01
H (0.7874, 0.7794, 0.1802)  0.41
H (1.7299, 1.7063, 0.9180)  0.41

* energy relative to the best compared isomer or geometry (same formula, charge and spin): 143.92 kcal per mole
* gap between HOMO and LUMO: 8.16 eV
* total charge: 0
* LUMO: -0.0081 Eh

***

A 4-piece molecular cluster, H8O4 overall. Source: OMol25; level of theory: wB97M-V/def2-TZVPD.

Last column: natural (NBO) charge in e.
Cartesian coordinates (Å):
O (-0.4743, -0.1705, -0.6352)  -0.94
H (-1.1579, -0.4248, -0.0152)  0.47
H (-0.5187, -0.8319, -1.3258)  0.47
O (2.9352, 1.9945, 1.4949)  -0.94
H (2.1576, 1.6348, 1.0681)  0.47
H (3.2767, 2.6351, 0.8711)  0.47
O (0.0284, -1.6687, -5.1675)  -0.94
H (0.7560, -1.6321, -5.7884)  0.47
H (-0.7553, -1.6861, -5.7169)  0.47
O (-1.9903, -0.2124, 4.7973)  -0.94
H (-2.8563, -0.0216, 5.1577)  0.47
H (-1.4012, 0.3836, 5.2599)  0.47

* energy relative to the best compared isomer or geometry (same formula, charge and spin): 25.78 kcal per mole
* gap between HOMO and LUMO: 12.10 eV
* total charge: 0
* LUMO: 0.0304 Eh
* SMILES string: O.O.O.O

***

A 4-piece molecular cluster, H8O4 overall. Source: OMol25; level of theory: wB97M-V/def2-TZVPD.

Last column: natural (NBO) charge in e.
Cartesian coordinates (Å):
O (-1.0907, 1.2374, 1.3499)  -0.94
H (-0.2451, 1.5383, 1.6824)  0.47
H (-0.8731, 0.7161, 0.5772)  0.47
O (-2.8351, -3.4481, -1.7523)  -0.93
H (-2.5448, -2.5431, -1.6388)  0.47
H (-2.1580, -3.8508, -2.2960)  0.46
O (0.4750, -0.8662, -2.0996)  -0.94
H (1.3930, -0.6494, -1.9365)  0.47
H (0.4837, -1.3347, -2.9342)  0.47
O (2.4488, 2.6768, 3.0022)  -0.94
H (2.7961, 3.2726, 2.3383)  0.47
H (2.1503, 3.2511, 3.7074)  0.47

* energy relative to the best compared isomer or geometry (same formula, charge and spin): 25.24 kcal per mole
* gap between HOMO and LUMO: 11.64 eV
* total charge: 0
* LUMO: 0.0141 Eh
* SMILES string: O.O.O.O

***

A 4-piece molecular cluster, H8O4 overall at a distorted geometry. Source: OMol25; level of theory: wB97M-V/def2-TZVPD.

Last column: natural (NBO) charge in e.
Cartesian coordinates (Å):
O (-17.7570, 8.0830, -25.6150)  -0.93
H (-17.4340, 7.7300, -26.4250)  0.47
H (-16.9290, 8.2000, -25.1150)  0.48
O (-17.3320, 10.9610, -25.8240)  -0.96
H (-16.6450, 11.2240, -26.4030)  0.49
H (-17.5050, 10.0720, -26.0730)  0.49
O (-14.5130, 10.4510, -26.8320)  -0.95
H (-13.7560, 10.6130, -27.3710)  0.47
H (-14.3120, 10.9870, -26.0450)  0.48
O (-17.8460, 11.3050, -23.2430)  -0.97
H (-18.0240, 10.4460, -22.9340)  0.45
H (-17.6880, 11.1910, -24.2000)  0.49

* energy relative to the best compared isomer or geometry (same formula, charge and spin): 19.87 kcal per mole
* gap between HOMO and LUMO: 10.67 eV
* total charge: 0
* LUMO: 0.0108 Eh
* SMILES string: O.O.O.O

***

H8O4Tl as an isolated structure at a distorted geometry. Source: OMol25; level of theory: wB97M-V/def2-TZVPD.

Last column: natural (NBO) charge in e.
Cartesian coordinates (Å):
Tl (1.3475, 1.4493, 0.4657)  1.00
O (-1.1599, -0.4142, -3.5006)  -0.54
H (-0.9520, -1.2208, -3.9723)  0.51
H (-2.0937, -0.2769, -3.6600)  0.51
O (-3.6395, 0.2202, 0.6927)  -0.54
H (-4.0613, -0.1427, 1.4715)  0.51
H (-4.2178, -0.0247, -0.0296)  0.51
O (0.1644, 1.1191, 5.3581)  -0.51
H (0.7031, 1.5278, 6.0357)  0.52
H (-0.6799, 0.9664, 5.7824)  0.51
O (4.5897, -0.8168, -2.7595)  -0.51
H (5.2248, -1.2951, -2.2265)  0.51
H (4.7748, -1.0915, -3.6576)  0.52

* energy relative to the best compared isomer or geometry (same formula, charge and spin): 38.55 kcal per mole
* gap between HOMO and LUMO: 1.69 eV
* total charge: +3
* LUMO: -0.7290 Eh

***

A 2-piece molecular cluster, H8OSi3 overall at a distorted geometry. Source: OMol25; level of theory: wB97M-V/def2-TZVPD.

Last column: natural (NBO) charge in e.
Cartesian coordinates (Å):
O (2.1110, -1.9226, -0.8224)  -1.10
Si (2.1496, 1.2021, 0.2149)  0.05
Si (-2.7213, -0.5096, 0.0225)  0.60
Si (1.8749, -1.0224, 0.5771)  0.91
H (1.9765, -1.3160, -1.6048)  0.49
H (1.8226, 1.9703, 1.4774)  -0.11
H (0.8333, 1.3369, -0.3202)  -0.14
H (3.1577, 2.2115, -0.1716)  -0.10
H (-4.1649, -0.7434, -0.2136)  -0.14
H (-2.2171, -1.6709, 0.8665)  -0.14
H (-2.9257, 0.4964, 0.9681)  -0.17
H (-1.8967, -0.0323, -0.9940)  -0.16

* energy relative to the best compared isomer or geometry (same formula, charge and spin): 85.95 kcal per mole
* gap between HOMO and LUMO: 7.47 eV
* total charge: 0
* LUMO: -0.0290 Eh

***

A 2-piece molecular cluster, H8P4Si overall at a distorted geometry. Source: OMol25; level of theory: wB97M-V/def2-TZVPD.

Last column: natural (NBO) charge in e.
Cartesian coordinates (Å):
Si (0.1874, -0.0463, 0.1796)  0.45
P (0.1520, -0.4045, 2.3806)  -0.21
P (1.5511, -1.6622, -0.8881)  -0.16
P (-2.9124, -0.5171, -1.1481)  0.01
P (1.3737, 2.0515, -0.0322)  -0.12
H (-1.2623, -0.2756, 2.7271)  0.04
H (0.7093, 0.9414, 2.5758)  0.03
H (0.9407, -1.4732, -2.1775)  0.02
H (2.7050, -0.8687, -0.9953)  0.00
H (-3.3617, -1.8701, -0.8147)  -0.02
H (-3.1349, 0.0281, 0.1504)  -0.03
H (2.2955, 1.4689, -0.8732)  -0.01
H (0.7565, 2.6279, -1.0842)  0.00

* energy relative to the best compared isomer or geometry (same formula, charge and spin): 53.93 kcal per mole
* gap between HOMO and LUMO (alpha / beta): 6.45 / 6.98 eV
* total charge: 0
* LUMO (alpha / beta): -0.0546 / -0.0595 Eh

***

H9Na2O5 as an isolated structure at a distorted geometry. Source: OMol25; level of theory: wB97M-V/def2-TZVPD.

Last column: natural (NBO) charge in e.
Cartesian coordinates (Å):
Na (-0.8582, -0.9023, -1.9318)  0.99
Na (-1.0856, 2.2975, 0.7869)  0.99
O (0.1401, 0.2053, -0.1022)  -1.35
H (-0.0203, 1.0433, -0.5239)  0.39
O (-0.9001, -0.3492, 2.4690)  -0.99
H (-0.6024, -0.4010, 1.5426)  0.49
H (-0.1637, -0.6965, 2.9849)  0.48
O (3.0996, -0.1432, -1.2911)  -0.95
H (3.6605, -0.2626, -0.5161)  0.48
H (2.2008, -0.3003, -0.9699)  0.47
O (-2.7833, 1.9618, -0.9749)  -1.00
H (-3.5885, 1.5144, -0.6761)  0.50
H (-3.0556, 2.4648, -1.7553)  0.50
O (1.3432, -2.3286, 0.6631)  -0.95
H (1.4189, -2.7207, -0.2131)  0.46
H (1.1945, -1.3828, 0.5077)  0.48

* energy relative to the best compared isomer or geometry (same formula, charge and spin): 5.91 kcal per mole
* gap between HOMO and LUMO: 9.10 eV
* total charge: +1
* LUMO: -0.1633 Eh

***

H9O4 as an isolated structure at a distorted geometry. Source: OMol25; level of theory: wB97M-V/def2-TZVPD.

Last column: natural (NBO) charge in e.
Cartesian coordinates (Å):
O (0.0264, 1.7147, 0.9838)  -1.01
H (-0.7031, 1.2515, 1.4401)  0.51
H (0.3654, 0.4005, -0.4900)  0.56
H (0.4101, 2.2948, 1.6574)  0.50
O (0.4683, -1.2519, -3.0938)  -0.88
H (-0.3467, -1.3078, -3.6237)  0.54
H (0.8680, -2.1245, -2.9214)  0.54
O (0.6958, -0.4385, -0.8826)  -0.85
H (1.6523, -0.2793, -0.9166)  0.53
H (0.3284, -0.4906, -2.0848)  0.54
O (-1.0881, 0.2038, 2.9927)  -0.97
H (-1.8593, -0.3610, 3.0385)  0.49
H (-0.8176, 0.3883, 3.9003)  0.50

* energy relative to the best compared isomer or geometry (same formula, charge and spin): 29.93 kcal per mole
* gap between HOMO and LUMO: 11.18 eV
* total charge: +1
* LUMO: -0.1392 Eh

***

H9O4 as an isolated structure at a distorted geometry. Source: OMol25; level of theory: wB97M-V/def2-TZVPD.

Last column: Löwdin spin population.
Cartesian coordinates (Å):
O (-0.4872, -0.2895, 0.2038)  0.01
H (0.2464, -0.0665, -0.5300)  0.00
H (0.1873, -0.7264, 0.9584)  0.00
H (-0.5616, 0.8355, 0.7595)  0.00
O (-0.5932, 2.1465, 1.0590)  0.00
H (-1.1758, 2.6773, 0.6441)  0.00
H (-0.7239, 1.7657, 1.9582)  0.00
O (-0.5399, -2.7579, -0.0018)  0.90
H (-0.0156, -3.4984, 0.3174)  0.01
H (-1.2922, -3.1907, -0.4079)  0.02
O (1.3581, 0.9168, -1.4121)  0.06
H (2.2320, 0.5452, -1.5429)  0.00
H (1.3658, 1.6424, -2.0056)  0.00

* energy relative to the best compared isomer or geometry (same formula, charge and spin): 65.10 kcal per mole
* gap between HOMO and LUMO (alpha / beta): 11.91 / 3.30 eV
* total charge: +2
* LUMO (alpha / beta): -0.3178 / -0.6149 Eh
* spin multiplicity: 2
* <S²>: 0.75

***

A 2-piece molecular cluster, H9OPSi3 overall at a distorted geometry. Source: OMol25; level of theory: wB97M-V/def2-TZVPD.

Last column: natural (NBO) charge in e.
Cartesian coordinates (Å):
O (-1.0818, 0.3562, 0.1758)  -1.29
Si (-1.6361, -0.6878, -0.8963)  1.26
Si (1.7195, -0.5645, -2.2698)  0.64
Si (-1.0098, 1.6926, 1.1231)  1.24
P (2.5999, -0.7751, -0.3397)  -0.31
H (-1.1106, -0.3243, -2.3939)  -0.22
H (-0.9562, -2.0226, -0.8526)  -0.21
H (-3.0520, -0.9117, -0.5925)  -0.20
H (2.1323, 0.4702, -3.2190)  -0.16
H (0.8827, -1.5550, -2.8595)  -0.17
H (2.1553, -2.1025, -0.3339)  -0.01
H (-2.3481, 1.9015, 1.6428)  -0.20
H (0.2128, 1.3905, 1.8211)  -0.17
H (-1.0219, 2.9926, 0.2949)  -0.21

* energy relative to the best compared isomer or geometry (same formula, charge and spin): 28.17 kcal per mole
* gap between HOMO and LUMO: 7.93 eV
* total charge: 0
* LUMO: -0.0177 Eh
* SMILES string: [SiH3]O[SiH3].[SiH2]=P

***

HIN3P3 as an isolated structure at a distorted geometry. Source: OMol25; level of theory: wB97M-V/def2-TZVPD.

Last column: natural (NBO) charge in e.
Cartesian coordinates (Å):
N (-1.2253, -1.2792, 0.5340)  -1.18
N (-1.3088, 0.7107, -0.9602)  -1.46
N (-3.1017, 1.0233, -2.6435)  -1.18
P (-2.3257, -2.1608, -0.0267)  0.97
P (-1.9441, 1.8343, -1.9243)  1.32
P (-0.7525, 0.3383, 0.5063)  1.08
I (-3.5480, -0.8610, -2.0575)  0.52
H (0.5972, -0.0263, 0.2842)  -0.07

* energy relative to the best compared isomer or geometry (same formula, charge and spin): 65.36 kcal per mole
* gap between HOMO and LUMO: 7.18 eV
* total charge: 0
* LUMO: -0.0455 Eh

***

A single HN2O3P molecule at a distorted geometry. Source: OMol25; level of theory: wB97M-V/def2-TZVPD.

Last column: natural (NBO) charge in e.
Cartesian coordinates (Å):
N (1.5431, -1.3750, -0.1560)  -0.16
N (0.9543, 0.2228, 1.6315)  0.35
O (2.1078, 0.2267, 1.7726)  -0.31
O (1.7653, -2.3949, -0.7521)  -0.22
O (0.0886, 0.5472, 2.4474)  -0.40
P (0.3699, -0.2294, -0.0462)  0.79
H (-0.8822, -0.3647, 0.2740)  -0.04

* energy relative to the best compared isomer or geometry (same formula, charge and spin): 42.59 kcal per mole
* gap between HOMO and LUMO: 8.22 eV
* total charge: 0
* LUMO: -0.0545 Eh
* SMILES string: O=NP[N+](=O)[O-]

***

An isolated ion of composition HN2O4S and charge -1 at a distorted geometry. Source: OMol25; level of theory: wB97M-V/def2-TZVPD.

Last column: natural (NBO) charge in e.
Cartesian coordinates (Å):
N (0.0478, 0.0677, 0.5086)  -0.51
N (0.8250, -0.6362, -0.1343)  0.58
O (0.6252, -1.2582, -1.1508)  -0.50
O (3.4519, 1.5327, -0.2475)  -0.98
O (2.0542, -0.7069, 0.3286)  -0.64
O (4.3624, -0.6622, -0.3740)  -0.97
S (3.6450, 0.2711, 0.4477)  1.72
H (-0.8874, -0.1754, 0.0990)  0.31

* energy relative to the best compared isomer or geometry (same formula, charge and spin): 44.85 kcal per mole
* gap between HOMO and LUMO: 9.14 eV
* total charge: -1
* LUMO: 0.1470 Eh

***

A 2-piece molecular cluster, HN2O4S overall at a distorted geometry. Source: OMol25; level of theory: wB97M-V/def2-TZVPD.

Last column: natural (NBO) charge in e.
Cartesian coordinates (Å):
N (-2.3326, -0.5914, -0.2555)  -0.62
N (-1.2566, 0.0361, 0.0542)  0.56
O (-1.2155, 1.1734, 0.6504)  -0.60
O (2.8646, 1.0625, -0.8041)  -0.88
O (-0.1078, -0.4930, -0.2407)  -0.60
O (2.8338, -1.1947, 0.2069)  -0.87
S (2.4184, 0.2011, 0.2929)  1.68
H (-3.2043, -0.1942, 0.0958)  0.32

* energy relative to the best compared isomer or geometry (same formula, charge and spin): 40.07 kcal per mole
* gap between HOMO and LUMO: 7.75 eV
* total charge: -1
* LUMO: 0.1137 Eh

***

An isolated ion of composition HN2O4S and charge -1 at a distorted geometry. Source: OMol25; level of theory: wB97M-V/def2-TZVPD.

Last column: Löwdin spin population.
Cartesian coordinates (Å):
N (-0.2770, 0.1980, 0.5936)  -0.01
N (-0.7481, -0.8806, 0.1355)  0.02
O (-4.0146, 0.6344, 1.1662)  0.41
O (-0.0850, -1.9124, -0.0570)  0.05
O (-1.9557, -0.8495, -0.2927)  0.35
O (-4.4821, -0.5327, -0.8495)  0.39
S (-3.6051, 0.3974, -0.1872)  0.80
H (0.6358, 0.2601, 1.1569)  0.00

* energy relative to the best compared isomer or geometry (same formula, charge and spin): 76.50 kcal per mole
* gap between HOMO and LUMO (alpha / beta): 5.65 / 6.72 eV
* total charge: -1
* LUMO (alpha / beta): 0.1521 / 0.0492 Eh
* spin multiplicity: 3
* <S²>: 2.01

***

A single HN2P molecule at a distorted geometry. Source: OMol25; level of theory: wB97M-V/def2-TZVPD.

Last column: natural (NBO) charge in e.
Cartesian coordinates (Å):
N (0.8999, 0.4762, -0.5776)  -0.22
N (0.8663, 0.5840, 0.6279)  -0.23
P (-0.1603, -0.7617, 0.1188)  0.51
H (-1.6059, -0.2984, -0.1691)  -0.07

* energy relative to the best compared isomer or geometry (same formula, charge and spin): 13.85 kcal per mole
* gap between HOMO and LUMO: 9.95 eV
* total charge: 0
* LUMO: 0.0068 Eh
* SMILES string: N1=[PH]=N1

***

A 2-piece molecular cluster, HN4O2 overall at a distorted geometry. Source: OMol25; level of theory: wB97M-V/def2-TZVPD.

Last column: natural (NBO) charge in e.
Cartesian coordinates (Å):
N (2.2869, 1.4419, 0.3305)  0.40
N (2.0107, 0.4938, -0.2120)  -0.03
N (-1.0008, -0.3570, 0.4227)  0.30
N (-2.0640, -0.2473, 0.0087)  0.46
O (0.1020, -0.6363, 0.0347)  -0.53
O (-3.2191, -0.2132, -0.0105)  -0.16
H (1.8843, -0.4819, -0.5742)  0.56

* energy relative to the best compared isomer or geometry (same formula, charge and spin): 46.04 kcal per mole
* gap between HOMO and LUMO: 8.22 eV
* total charge: +1
* LUMO: -0.2459 Eh

***

A 2-piece molecular cluster, HN4O5 overall at a distorted geometry. Source: OMol25; level of theory: wB97M-V/def2-TZVPD.

Last column: natural (NBO) charge in e.
Cartesian coordinates (Å):
N (1.2651, 0.9735, 1.3646)  0.04
N (0.8365, -1.6535, -0.1952)  -0.01
N (0.9783, 2.0314, 0.9186)  0.43
N (0.5248, -3.0005, 0.1137)  0.50
O (0.9128, 2.0710, -0.6268)  -0.62
O (1.3544, -3.6485, 0.7847)  -0.49
O (0.7370, 3.0924, 1.3976)  -0.40
O (-0.5923, -3.4620, -0.1522)  -0.50
O (-0.0155, -1.0031, -0.7789)  -0.48
H (0.4977, 1.1993, -0.9599)  0.51

* energy relative to the best compared isomer or geometry (same formula, charge and spin): 16.91 kcal per mole
* gap between HOMO and LUMO (alpha / beta): 8.35 / 4.45 eV
* total charge: -1
* LUMO (alpha / beta): 0.1383 / 0.0363 Eh